No. 1
ORCA calculation (ωB97M-V/def2-TZVPD) on a structure of composition F2NO8S3Sn.

Results
Charge: -1
Highest occupied orbital energy (eV): -5.0
Spin multiplicity: 1
Relative energy (zero: lowest compared OMol25 entry of this formula, charge and spin) (kcal/mol): 16.8

Cartesian coordinates (Å):
Sn1 2.1085 -0.1942 -0.0451
S1 1.8382 3.7870 0.7852
O1 2.3586 4.1257 -0.5505
O2 0.5093 4.3592 0.9572
O3 1.7209 2.2721 0.9119
O4 2.8121 4.2494 1.7806
N1 -0.4304 -1.5636 -0.3210
S2 -0.9479 -2.4714 -1.5059
O5 -2.0444 -1.9132 -2.2236
O6 -0.7614 -3.8838 -1.4573
F1 0.3132 -2.1563 -2.5024
S3 -1.7237 -1.6862 0.6751
O7 -2.0360 -3.0523 0.9409
O8 -2.7300 -0.6931 0.5735
F2 -0.9868 -1.1792 1.9814

---

No. 2
ORCA calculation (ωB97M-V/def2-TZVPD) on an isolated molecule of F2O.

Results
Charge: 0
Highest occupied orbital energy (eV): -12.4
Spin multiplicity: 1
Structure (SMILES): FOF
Relative energy (zero: lowest compared OMol25 entry of this formula, charge and spin) (kcal/mol): 0.0

Cartesian coordinates (Å):
O1 -0.0416 -0.5178 0.0001
F1 1.1806 0.2137 -0.0001
F2 -1.1390 0.3040 -0.0001

---

No. 3
ORCA calculation (ωB97M-V/def2-TZVPD) on an isolated molecule of F2O3S.

Results
Charge: 0
Highest occupied orbital energy (eV): -12.8
Spin multiplicity: 1
Structure (SMILES): O=S(=O)(F)OF
Relative energy (zero: lowest compared OMol25 entry of this formula, charge and spin) (kcal/mol): 0.0

Cartesian coordinates (Å):
O1 -1.4009 -0.9694 0.3092
O2 -0.3927 1.2898 0.8567
O3 1.1131 -0.7547 -0.2242
F1 2.1009 0.0026 0.3779
F2 -0.9086 0.3447 -1.4075
S1 -0.5118 0.0871 0.0878

---

No. 4
ORCA calculation (ωB97M-V/def2-TZVPD) on a structure of composition F2Zn3.

Results
Charge: +4
Highest occupied orbital energy (eV): -32.1
Spin multiplicity: 1
Relative energy (zero: lowest compared OMol25 entry of this formula, charge and spin) (kcal/mol): 0.0

Cartesian coordinates (Å):
Zn1 -4.8473 7.3779 0.9971
Zn2 -2.4275 4.2403 1.2720
Zn3 -5.0314 2.1799 -0.0940
F1 -3.1839 2.5015 0.5916
F2 -4.1931 5.3937 0.8621